Arrangement P

This record from OMol25 describes C3H6N2O2 in the gas phase. The level of theory is ωB97M-V with the def2-TZVPD basis set.

Output
Highest occupied orbital energy: -9.44 eV
SMILES string: [H]/N=C/N(C)OC=O
LUMO: 0.88 eV
Multiplicity: 1
HOMO-LUMO gap: 10.32 eV

Atoms and positions in Å:
H (-1.68, -0.55, -2.98)
N (-1.41, -0.86, -2.06)
C (-0.63, 0.01, -1.59)
N (-0.13, -0.17, -0.26)
C (-0.86, -1.02, 0.64)
O (0.22, 1.08, 0.39)
C (1.22, 1.02, 1.27)
O (1.77, -0.02, 1.52)
H (-0.10, 0.90, -2.01)
H (-1.05, -1.97, 0.06)
H (-0.27, -1.20, 1.54)
H (-1.90, -0.58, 0.85)
H (1.54, 2.04, 1.62)

And the Mulliken charges, in e, turn out to be: 0.2448, -0.5829, 0.0523, -0.0165, -0.7986, -0.2188, 0.2373, -0.4594, 0.3311, 0.3165, 0.3377, 0.2421, 0.3143

Arrangement Q

This record from OMol25 describes 2 unconnected molecules or ions with the total composition C3H6N2O2. The level of theory is ωB97M-V with the def2-TZVPD basis set.

Output
Highest occupied orbital energy: -8.80 eV
SMILES string: C=NC=O.NC=O
LUMO: -0.89 eV
Multiplicity: 1
HOMO-LUMO gap: 7.92 eV

Atoms and positions in Å:
C (-0.96, 1.42, 0.41)
N (-0.02, 1.08, -0.38)
C (1.43, 1.16, -0.06)
O (1.91, 1.63, 0.94)
H (-1.26, 2.46, 0.50)
H (-1.53, 0.67, 0.96)
H (1.99, 1.01, -1.00)
N (-0.85, -1.75, 0.20)
C (0.06, -1.04, -0.59)
O (1.30, -1.03, -0.24)
H (-1.37, -2.51, -0.23)
H (-0.54, -1.90, 1.15)
H (-0.18, -1.20, -1.66)

And the Mulliken charges, in e, turn out to be: -0.2063, -0.3056, 0.2811, -0.4937, 0.2587, 0.2265, 0.3201, -0.4058, 0.1693, -0.6635, 0.2360, 0.2449, 0.3382

Bottom line: arrangement P, by a margin of 36.5 kcal/mol.

Arrangement P

This record from OMol25 describes 2 unconnected molecules or ions with the total composition C3H11N3. The level of theory is ωB97M-V with the def2-TZVPD basis set.

Output
Highest occupied orbital energy: -8.22 eV
SMILES string: [H]/N=C/N.CNC
LUMO: 0.84 eV
Multiplicity: 1
HOMO-LUMO gap: 9.06 eV

Atoms and positions in Å:
H (1.67, 3.58, 0.08)
N (1.99, 2.65, -0.18)
C (0.94, 1.89, -0.11)
N (0.49, 1.15, -1.14)
H (0.35, 2.10, 0.79)
H (-0.19, 0.43, -0.95)
H (1.24, 0.93, -1.78)
C (-0.34, -2.20, -0.55)
N (-1.28, -1.35, 0.17)
C (-1.42, -1.51, 1.62)
H (-0.39, -3.25, -0.23)
H (-0.57, -2.16, -1.61)
H (0.65, -1.75, -0.48)
H (-2.19, -1.57, -0.22)
H (-0.63, -0.97, 2.13)
H (-1.23, -2.55, 1.95)
H (-2.44, -1.28, 1.90)

And the Mulliken charges, in e, turn out to be: 0.2328, -0.7336, 0.0888, -0.4600, 0.3190, 0.2475, 0.3162, -0.9877, -0.2795, -0.8557, 0.3694, 0.3514, 0.3107, 0.2129, 0.2467, 0.2815, 0.3395

Arrangement Q

This record from OMol25 describes 2 unconnected molecules or ions with the total composition C3H11N3. The level of theory is ωB97M-V with the def2-TZVPD basis set.

Output
Highest occupied orbital energy: -8.45 eV
SMILES string: [H]/N=C/N.CNC
LUMO: 1.09 eV
Multiplicity: 1
HOMO-LUMO gap: 9.54 eV

Atoms and positions in Å:
H (-2.40, 0.86, -2.77)
N (-2.13, 0.17, -2.07)
C (-1.23, -0.58, -2.53)
N (-0.61, -1.56, -1.76)
H (-0.83, -0.51, -3.54)
H (-1.15, -1.75, -0.92)
H (-0.46, -2.41, -2.28)
C (0.06, 1.21, 2.21)
N (0.56, -0.02, 1.65)
C (1.73, 0.11, 0.83)
H (-0.59, 1.74, 1.51)
H (0.85, 1.89, 2.54)
H (-0.56, 1.04, 3.09)
H (0.66, -0.73, 2.37)
H (2.67, 0.34, 1.35)
H (1.84, -0.77, 0.20)
H (1.58, 0.96, 0.13)

And the Mulliken charges, in e, turn out to be: 0.2429, -0.6416, 0.0629, -0.4877, 0.3346, 0.2557, 0.2372, -0.8732, -0.2635, -0.9164, 0.2521, 0.2924, 0.3379, 0.2240, 0.3468, 0.3006, 0.2952

Arrangement R

This record from OMol25 describes 2 unconnected molecules or ions with the total composition C3H11N3. The level of theory is ωB97M-V with the def2-TZVPD basis set.

Output
Highest occupied orbital energy: -9.59 eV
SMILES string: C/N=C\N.CN
LUMO: 0.74 eV
Multiplicity: 1
HOMO-LUMO gap: 10.33 eV

Atoms and positions in Å:
C (-1.72, 1.96, 2.04)
N (-1.31, 2.05, 0.65)
C (-0.25, 1.48, 0.31)
N (0.60, 0.65, 1.13)
H (-2.78, 1.72, 2.10)
H (-1.61, 2.95, 2.48)
H (-1.15, 1.21, 2.59)
H (0.10, 1.53, -0.73)
H (0.79, -0.20, 0.59)
H (1.52, 1.07, 1.17)
C (0.87, -2.55, -1.45)
N (0.80, -1.52, -2.48)
H (0.52, -2.22, -0.47)
H (1.90, -2.89, -1.37)
H (0.31, -3.42, -1.78)
H (-0.08, -1.02, -2.46)
H (1.51, -0.82, -2.33)

And the Mulliken charges, in e, turn out to be: -0.7214, -0.3948, 0.1020, -0.6338, 0.2410, 0.2435, 0.3498, 0.3507, 0.1871, 0.2487, -0.6337, -0.5764, 0.1870, 0.2901, 0.2828, 0.2420, 0.2354

Bottom line: arrangement Q, by a margin of 9.8 kcal/mol.

Arrangement P

This record from OMol25 describes 2 unconnected molecules or ions with the total composition C3H11N3. The level of theory is ωB97M-V with the def2-TZVPD basis set.

Output
Highest occupied orbital energy: -6.49 eV
LUMO: -2.99 eV
Multiplicity: 1
HOMO-LUMO gap: 3.50 eV

Atoms and positions in Å:
C (0.19, -0.09, 0.17)
N (1.31, 0.74, -0.21)
C (1.70, 0.54, -1.53)
N (1.58, 1.87, -2.38)
C (-2.33, -2.18, 1.93)
N (-2.13, -0.65, 2.03)
H (0.01, 0.14, 1.17)
H (0.49, -1.15, 0.03)
H (-0.79, 0.18, -0.31)
H (0.97, -0.13, -2.11)
H (2.81, 0.24, -1.59)
H (2.54, 2.18, -2.68)
H (1.36, 2.73, -1.89)
H (-1.52, -2.81, 1.52)
H (-3.31, -2.61, 1.73)
H (-3.06, -0.24, 1.71)
H (-2.09, -1.89, 2.93)

And the Mulliken charges, in e, turn out to be: -0.8156, -0.3690, -0.1829, -0.6038, -0.5749, -0.4446, 0.3933, 0.3132, 0.2860, 0.2497, 0.2586, 0.2347, 0.2452, 0.2210, 0.2614, 0.2147, 0.3129

Arrangement Q

This record from OMol25 describes 2 unconnected molecules or ions with the total composition C3H11N3. The level of theory is ωB97M-V with the def2-TZVPD basis set.

Output
Highest occupied orbital energy: -7.02 eV
LUMO: 1.03 eV
Multiplicity: 1
HOMO-LUMO gap: 8.05 eV

Atoms and positions in Å:
C (1.56, 0.04, 1.31)
C (0.29, 1.85, 0.71)
C (0.74, -1.31, -0.96)
N (-2.51, -0.18, -0.65)
N (0.61, 0.67, 0.24)
N (0.24, 0.05, -0.81)
H (2.36, -0.44, 0.71)
H (1.74, 0.88, 1.88)
H (0.96, -0.77, 1.68)
H (0.65, 2.42, 1.49)
H (-0.53, 2.34, 0.17)
H (-3.11, 0.35, -0.02)
H (0.51, -1.58, -2.03)
H (1.76, -1.41, -0.79)
H (0.05, -2.12, -0.50)
H (-2.88, -1.09, -0.83)
H (-2.43, 0.29, -1.58)

And the Mulliken charges, in e, turn out to be: -0.9184, -0.3788, -0.8528, -0.6192, 0.5390, -0.6600, 0.2587, 0.2750, 0.3890, 0.1743, 0.2499, 0.1920, 0.3174, 0.3658, 0.2486, 0.2035, 0.2160

Bottom line: arrangement Q, by a margin of 116.2 kcal/mol.

Arrangement P

This record from OMol25 describes 4 unconnected molecules or ions with the total composition CH7O5. The level of theory is ωB97M-V with the def2-TZVPD basis set.

Output
Highest occupied orbital energy: -5.77 eV
LUMO: 3.91 eV
Multiplicity: 1
Total charge: -1
HOMO-LUMO gap: 9.68 eV

Atoms and positions in Å:
O (0.94, 0.14, -1.21)
C (-0.08, 0.70, -0.73)
O (-0.91, 0.24, 0.18)
H (-0.61, 1.48, -1.28)
H (-1.58, 0.50, 2.83)
H (-1.21, 1.29, 1.49)
O (-1.54, 1.40, 2.47)
H (-0.18, -2.20, 2.25)
H (-0.93, -0.97, 1.39)
O (-0.97, -1.70, 2.02)
H (2.18, -0.91, -3.56)
H (2.14, 0.23, -2.58)
O (2.75, -0.22, -3.27)

And the Mulliken charges, in e, turn out to be: -0.6624, 0.0701, -0.8297, 0.3085, 0.3021, 0.4227, -0.7262, 0.2690, 0.5033, -0.7035, 0.2739, 0.4499, -0.6775

Arrangement Q

This record from OMol25 describes 4 unconnected molecules or ions with the total composition CH7O5. The level of theory is ωB97M-V with the def2-TZVPD basis set.

Output
Highest occupied orbital energy: -5.25 eV
LUMO: 3.73 eV
Multiplicity: 1
Total charge: -1
HOMO-LUMO gap: 8.98 eV

Atoms and positions in Å:
O (-1.31, -1.26, 1.63)
C (-0.26, -0.63, 1.42)
O (0.34, -0.51, 0.32)
H (0.18, 0.01, 2.23)
H (2.00, -1.34, -2.00)
H (1.87, -1.38, -0.45)
O (2.28, -1.86, -1.22)
H (0.74, 1.01, -0.58)
H (1.47, 1.96, -1.59)
O (0.87, 1.96, -0.85)
H (-2.42, 0.95, -0.35)
H (-2.71, 0.31, 1.11)
O (-3.07, 0.77, 0.34)

And the Mulliken charges, in e, turn out to be: -0.6720, -0.0366, -0.6567, 0.3024, 0.2650, 0.4092, -0.6568, 0.4249, 0.2876, -0.6596, 0.3103, 0.3417, -0.6594

Bottom line: arrangement Q, by a margin of 4.3 kcal/mol.

Arrangement P

This record from OMol25 describes a molecular structure, CH2N4O2S. The level of theory is ωB97M-V with the def2-TZVPD basis set.

Output
Highest occupied orbital energy: -9.76 eV
LUMO: -0.69 eV
Multiplicity: 1
HOMO-LUMO gap: 9.07 eV

Atoms and positions in Å:
C (0.00, -0.65, -0.51)
H (-2.02, 2.34, -0.27)
H (1.15, -2.61, 1.21)
N (-0.04, 0.72, -1.01)
N (0.51, 1.49, 0.12)
N (0.91, 0.66, 0.97)
N (0.70, -0.60, 0.65)
O (0.83, -1.48, 1.68)
O (-0.60, -1.57, -1.01)
S (-1.46, 1.69, -1.82)

And the Mulliken charges, in e, turn out to be: 0.4101, 0.1962, 0.4293, 0.0192, -0.2032, -0.3678, 0.6712, -0.5348, -0.5539, -0.0663

Arrangement Q

This record from OMol25 describes CH2N4O2S in the gas phase. The level of theory is ωB97M-V with the def2-TZVPD basis set.

Output
Highest occupied orbital energy: -10.04 eV
SMILES string: O=c1n(O)nnn1S
LUMO: 0.49 eV
Multiplicity: 1
HOMO-LUMO gap: 10.53 eV

Atoms and positions in Å:
O (0.08, -1.23, 1.46)
C (0.06, -0.49, 0.51)
N (1.09, 0.18, -0.13)
O (2.36, 0.28, 0.35)
N (0.69, 0.97, -1.15)
N (-0.56, 0.83, -1.26)
N (-1.00, -0.04, -0.29)
S (-2.61, -0.50, -0.15)
H (2.87, -0.45, -0.05)
H (-2.98, 0.45, 0.71)

And the Mulliken charges, in e, turn out to be: -0.5724, 0.3239, 0.5565, -0.4241, -0.3477, -0.1984, 0.2516, -0.1072, 0.3663, 0.1515

Bottom line: arrangement Q, by a margin of 84.4 kcal/mol.

Arrangement P

This record from OMol25 describes C7H10O in the gas phase. The level of theory is ωB97M-V with the def2-TZVPD basis set.

Output
Highest occupied orbital energy: -9.05 eV
SMILES string: C=C[C@H]1O[C@H]1C(=C)C
LUMO: 1.01 eV
Multiplicity: 1
HOMO-LUMO gap: 10.05 eV

Atoms and positions in Å:
C (0.39, -2.97, 0.29)
C (0.46, -1.63, 0.39)
C (-0.72, -0.76, 0.80)
O (-0.56, 0.28, 1.71)
C (-0.73, 0.69, 0.39)
C (0.22, 1.24, -0.64)
C (1.19, 2.19, -0.30)
C (-0.24, 1.01, -2.15)
H (-0.52, -3.60, 0.76)
H (1.04, -3.58, -0.30)
H (1.38, -1.09, 0.07)
H (-1.67, -1.26, 0.68)
H (-1.70, 1.11, 0.20)
H (1.55, 2.22, 0.70)
H (1.58, 2.82, -1.05)
H (-1.23, 1.20, -2.35)
H (0.51, 1.43, -2.81)
H (0.08, -0.10, -2.29)

And the Mulliken charges, in e, turn out to be: -0.7463, -0.2360, 0.1495, -0.4562, -0.2298, 0.3985, -1.0349, -1.0437, 0.1846, 0.2941, 0.3551, 0.3491, 0.4121, 0.3139, 0.3360, 0.3494, 0.3608, 0.2439

Arrangement Q

This record from OMol25 describes a molecular structure, C7H10O. The level of theory is ωB97M-V with the def2-TZVPD basis set.

Output
Highest occupied orbital energy: -8.99 eV
LUMO: 0.37 eV
Multiplicity: 1
HOMO-LUMO gap: 9.36 eV

Atoms and positions in Å:
C (-2.19, -0.08, -0.94)
C (-1.05, -0.75, -0.15)
C (0.24, -0.02, 0.14)
C (0.15, 1.39, 0.30)
C (1.25, -0.87, 0.06)
C (2.69, -0.62, 0.10)
C (3.81, -0.09, -0.14)
H (-1.76, 0.24, -1.98)
H (-2.74, 0.93, -0.25)
H (-2.99, -0.91, -0.79)
H (-1.01, -1.92, -0.24)
H (-0.53, -0.30, 1.95)
H (-0.34, 1.60, 1.42)
H (1.13, 1.97, 0.21)
H (-0.72, 1.85, -0.52)
H (0.89, -1.92, -0.36)
H (4.83, 0.12, -0.05)
O (-1.67, -0.62, 1.25)

And the Mulliken charges, in e, turn out to be: -1.3272, 0.8902, -0.2266, -0.7481, 0.0476, -0.5826, -0.3500, 0.3047, 0.2776, 0.3680, 0.2556, 0.3760, 0.2115, 0.3509, 0.2016, 0.1477, 0.4101, -0.6071

Arrangement R

This record from OMol25 describes 2 unconnected molecules or ions with the total composition C7H10O. The level of theory is ωB97M-V with the def2-TZVPD basis set.

Output
Highest occupied orbital energy (alpha / beta): -7.62 / -7.49 eV
LUMO (alpha / beta): 0.13 / -0.15 eV
Multiplicity: 1
HOMO-LUMO gap (alpha / beta): 7.75 / 7.34 eV

Atoms and positions in Å:
C (-0.80, 0.45, 0.69)
C (-0.80, 0.26, 2.02)
C (0.17, -1.13, -2.45)
C (-0.75, 0.37, -0.63)
C (0.35, 0.77, 2.83)
C (0.95, -2.41, -2.24)
C (-1.09, 1.50, -1.58)
O (-0.33, -0.70, -3.41)
H (-1.66, -0.15, 2.47)
H (0.57, -0.12, 3.42)
H (1.03, 1.03, 2.11)
H (0.04, 1.63, 3.50)
H (1.12, -2.47, -1.11)
H (0.21, -3.17, -2.71)
H (1.84, -2.39, -2.78)
H (-0.53, 2.42, -1.24)
H (-0.96, 1.09, -2.57)
H (-2.19, 1.61, -1.47)

And the Mulliken charges, in e, turn out to be: -0.1125, -0.3308, 0.4716, 0.0236, -0.9423, -0.8062, -0.6929, -0.4060, 0.3970, 0.2676, 0.3362, 0.2475, 0.2094, 0.2764, 0.3187, 0.2485, 0.2422, 0.2521

Arrangement S

This record from OMol25 describes a molecular structure, C7H10O. The level of theory is ωB97M-V with the def2-TZVPD basis set.

Output
Highest occupied orbital energy: -9.12 eV
LUMO: 0.90 eV
Multiplicity: 1
HOMO-LUMO gap: 10.02 eV

Atoms and positions in Å:
C (0.71, 0.26, 0.06)
C (1.36, -0.46, -1.10)
C (0.20, -1.49, -1.03)
C (-0.56, -0.30, -0.49)
C (-1.71, -0.14, 0.82)
C (-1.17, 1.26, 1.11)
C (-0.02, 1.55, 0.59)
H (2.39, 0.03, 0.77)
H (2.52, -0.46, -0.84)
H (1.58, -0.07, -2.23)
H (-0.18, -2.07, -1.93)
H (0.49, -1.94, -0.18)
H (-1.15, 0.46, -0.96)
H (-1.51, -0.93, 1.59)
H (-2.63, -0.18, 0.38)
H (-1.94, 2.22, 1.30)
H (0.17, 2.61, 0.98)
O (1.45, -0.36, 1.15)

And the Mulliken charges, in e, turn out to be: 1.1064, -0.7089, -0.5840, -0.6863, -0.7546, -0.1745, -0.7884, 0.3535, 0.3044, 0.2076, 0.3337, 0.2954, 0.4423, 0.2877, 0.3903, 0.2202, 0.2454, -0.4904

Bottom line: arrangement P, by a margin of 44.2 kcal/mol.

Arrangement P

This record from OMol25 describes 2 unconnected molecules or ions with the total composition C3H10NOS. The level of theory is ωB97M-V with the def2-TZVPD basis set.

Output
Highest occupied orbital energy: -2.63 eV
LUMO: 3.28 eV
Multiplicity: 1
Total charge: -1
HOMO-LUMO gap: 5.92 eV

Atoms and positions in Å:
C (0.17, 1.78, 2.12)
C (-0.11, 0.69, 1.06)
S (-1.86, 0.09, 1.31)
H (1.27, 1.85, 2.31)
H (-0.36, 1.73, 3.08)
H (-0.09, 2.76, 1.75)
H (0.11, 1.18, -0.06)
H (0.51, -0.26, 1.09)
H (-2.56, 0.32, 0.15)
N (0.95, -2.02, -2.52)
C (0.89, -0.61, -1.90)
O (1.94, -0.05, -1.32)
H (1.62, -2.04, -3.31)
H (1.30, -2.63, -1.77)
H (0.18, -0.07, -2.65)
H (0.08, -0.89, -1.12)

And the Mulliken charges, in e, turn out to be: -1.0659, -0.2230, -0.3169, 0.2874, 0.3497, 0.2933, 0.2358, 0.2981, 0.1100, -0.6336, -0.2517, -0.8655, 0.2394, 0.2522, 0.2027, 0.0880

Arrangement Q

This record from OMol25 describes 2 unconnected molecules or ions with the total composition C3H10NOS. The level of theory is ωB97M-V with the def2-TZVPD basis set.

Output
Highest occupied orbital energy: -2.58 eV
LUMO: 3.81 eV
Multiplicity: 1
Total charge: -1
HOMO-LUMO gap: 6.39 eV

Atoms and positions in Å:
C (-1.19, -0.96, -1.50)
N (-0.07, 0.03, -1.47)
C (0.93, -0.32, -0.49)
C (1.73, 0.84, 0.09)
S (1.85, 0.95, 1.95)
H (-1.85, -0.75, -0.65)
H (-1.66, -0.98, -2.49)
H (-0.76, -1.96, -1.42)
H (-0.52, 0.89, -1.17)
H (1.62, -1.04, -0.94)
H (0.49, -0.82, 0.41)
H (2.76, 0.86, -0.27)
H (1.25, 1.77, -0.24)
H (-1.52, 0.99, 3.33)
H (-1.24, 0.27, 2.06)
O (-1.83, 0.25, 2.81)

And the Mulliken charges, in e, turn out to be: -0.7764, -0.5283, -0.2961, -0.6941, -0.6778, 0.2836, 0.2671, 0.3015, 0.2487, 0.2756, 0.2548, 0.2013, 0.1831, 0.3221, 0.3076, -0.6727

Bottom line: arrangement Q, by a margin of 37.1 kcal/mol.